1.
Here is a 2-piece molecular cluster, H5NO overall in a non-equilibrium geometry from the OMol25 dataset. Energies are from ωB97M-V/def2-TZVPD.

The frontier orbital gap is 11.3 eV. The calculation puts the total energy at -132.98775 a.u. The calculation puts the energy relative to the best compared isomer or geometry (same formula, charge and spin) at 0.139 eV. The SMILES is N.O.

Geometry (Å):
N 0.266 0.880 1.005
H -0.272 1.109 1.815
H -0.038 1.428 0.217
H 1.251 0.865 1.167
H -0.312 -0.798 -0.927
H -0.421 -2.210 -1.530
O -0.473 -1.274 -1.747

2.
Here is H5NO2SSi as an isolated structure in a non-equilibrium geometry from the OMol25 dataset. Energies are from ωB97M-V/def2-TZVPD.

The frontier orbital gap is 10.3 eV. The calculation puts the total energy at -895.86863 a.u. The calculation puts the energy relative to the best compared isomer or geometry (same formula, charge and spin) at 0.992 eV.

Geometry (Å):
N 0.394 0.428 0.783
O -2.162 0.964 2.148
O -0.634 -0.241 3.652
Si -0.261 -0.397 -0.570
S -1.258 -0.120 2.332
H 0.940 1.341 0.765
H 0.818 -0.024 1.548
H -1.177 -1.212 0.116
H -0.630 0.790 -1.420
H 0.515 -1.424 -1.479

3.
Here is H5NO2SSi as an isolated structure in a non-equilibrium geometry from the OMol25 dataset. Energies are from ωB97M-V/def2-TZVPD.

The frontier orbital gap is 10.3 eV. The calculation puts the total energy at -895.87506 a.u. The calculation puts the energy relative to the best compared isomer or geometry (same formula, charge and spin) at 0.817 eV.

Geometry (Å):
N 0.049 0.214 -0.616
O 1.387 0.198 1.909
O 2.760 1.303 0.197
Si -1.346 -0.707 -0.185
S 2.036 0.147 0.632
H 0.123 1.129 -0.097
H 0.195 0.324 -1.545
H -2.032 0.147 0.708
H -2.467 -0.714 -1.287
H -0.704 -2.041 0.283

Question: Which formula does entry 1 have?
Answer: H5NO